Entry from the Open Molecules 2025 dataset: C43H68Cl2N2O5PSSeTl as an isolated structure (ωB97M-V/def2-TZVPD).

The multiplicity is 1. The calculation puts the HOMO energy at -0.267 Eh. The calculation puts the frontier orbital gap at 6.572 eV. The energy comes out at -174123.3797 eV. The calculation puts the LUMO energy at -0.70 eV. The relative energy (zero: lowest compared OMol25 entry of this formula, charge and spin) is 1.1135 eV.

```
124
Properties=species:S:1:pos:R:3:forces:R:3
Tl -0.011324 -0.230195 0.418537 0.297 0.709 0.017
C 2.949858 4.006183 -6.046775 -0.032 0.041 -0.007
C 3.434053 2.662749 -5.480247 -0.043 -0.026 0.020
C 3.540829 1.641595 -6.620842 0.003 -0.055 -0.053
C 4.826041 2.870958 -4.883785 0.062 -0.013 0.038
C 2.442280 2.149971 -4.436384 -0.058 0.023 0.072
C 2.784356 1.869880 -3.126123 -0.057 0.008 -0.081
C 1.832283 1.382836 -2.237634 0.030 0.045 0.055
Se 2.399079 0.961973 -0.473527 0.464 0.310 0.287
C 3.269645 -0.694154 -0.795745 0.008 -0.077 -0.060
C 4.488745 -0.646073 -1.464479 -0.079 0.075 0.040
C 5.178492 -1.803906 -1.750564 0.111 -0.081 0.003
C 4.554578 -2.989723 -1.366728 -0.040 -0.086 -0.072
C 3.325416 -3.089612 -0.725858 0.044 -0.010 0.302
C 2.648642 -1.879083 -0.351230 -0.174 -0.236 0.065
O 1.554801 -1.859645 0.402769 0.054 -0.305 -0.720
C 2.877803 -4.532614 -0.393909 0.087 0.116 -0.085
C 3.860604 -5.135822 0.621371 0.056 -0.029 0.013
C 2.876593 -5.384742 -1.677084 -0.019 0.006 -0.055
C 1.478335 -4.638604 0.191227 -0.057 0.019 0.082
C 6.561251 -1.827188 -2.409975 -0.135 -0.034 0.025
C 7.095551 -0.415680 -2.653185 -0.004 0.044 -0.015
C 6.474960 -2.554281 -3.758697 0.002 -0.021 -0.057
C 7.553241 -2.564673 -1.497748 0.018 0.000 0.030
C 0.479707 1.177513 -2.565964 -0.151 -0.133 -0.196
O -0.385170 0.678018 -1.705856 0.297 -0.134 -0.075
C 0.104082 1.537736 -3.893173 -0.142 0.194 -0.134
C 1.097677 1.972212 -4.763855 -0.086 -0.009 -0.053
C -1.341910 1.563809 -4.450446 0.111 -0.036 0.118
C -2.431539 1.136118 -3.461974 -0.011 -0.021 0.025
C -1.680755 3.004909 -4.874272 0.047 0.021 -0.034
C -1.444766 0.635149 -5.671275 -0.032 -0.050 0.009
H 3.683323 4.406924 -6.754179 -0.058 -0.038 0.045
H 2.810838 4.735682 -5.243642 0.021 -0.043 -0.060
H 1.998485 3.902652 -6.575988 0.069 0.008 0.049
H 4.234874 1.996460 -7.390207 -0.053 -0.026 0.056
H 2.569276 1.470991 -7.094285 0.082 0.012 0.039
H 3.904688 0.680941 -6.244013 -0.026 0.063 -0.029
H 5.505951 3.231828 -5.660036 -0.029 -0.018 0.045
H 5.238635 1.937506 -4.487772 -0.037 0.073 -0.030
H 4.812877 3.611452 -4.077964 0.003 -0.058 -0.061
H 3.795409 2.021564 -2.771436 -0.051 -0.015 0.002
H 4.895226 0.319148 -1.736933 -0.033 -0.022 0.055
H 5.074796 -3.916813 -1.586290 -0.035 0.056 0.036
H 4.865133 -5.239515 0.203299 -0.038 0.007 0.031
H 3.518183 -6.128638 0.934673 0.030 0.074 -0.041
H 3.927314 -4.499670 1.508142 -0.012 -0.046 -0.044
H 3.822982 -5.346416 -2.218929 -0.054 -0.022 0.035
H 2.085453 -5.049393 -2.357555 0.077 -0.017 0.065
H 2.681346 -6.431618 -1.422072 -0.009 0.079 -0.016
H 1.442415 -4.247552 1.206011 0.020 -0.007 -0.050
H 1.187677 -5.696235 0.210724 -0.002 0.067 0.033
H 0.768647 -4.082199 -0.415276 0.085 -0.032 -0.001
H 6.459619 0.141014 -3.348399 0.035 -0.031 0.051
H 8.095549 -0.473084 -3.090857 -0.051 0.007 0.008
H 7.168638 0.152149 -1.721383 0.005 -0.030 -0.054
H 5.787122 -2.033923 -4.431733 0.037 -0.037 0.036
H 6.114804 -3.579438 -3.635738 0.022 0.069 -0.010
H 7.459519 -2.596453 -4.237236 -0.073 0.001 0.041
H 7.578197 -2.105235 -0.506126 0.015 -0.020 -0.054
H 8.561932 -2.525102 -1.922236 -0.081 -0.020 0.018
H 7.282805 -3.616188 -1.374279 0.006 0.063 0.002
H 0.797231 2.213256 -5.778635 -0.006 0.004 0.048
H -2.454596 1.787623 -2.582826 -0.035 0.040 -0.165
H -2.295000 0.113322 -3.113535 -0.031 0.132 -0.094
H -3.400223 1.208877 -3.966969 0.013 0.026 0.032
H -1.586043 3.683631 -4.021417 -0.017 -0.040 -0.053
H -2.710921 3.056615 -5.242327 0.076 -0.011 0.022
H -1.022473 3.370925 -5.664745 -0.027 -0.020 0.036
H -1.215431 -0.396903 -5.387471 -0.027 0.078 -0.024
H -0.759062 0.919640 -6.471555 -0.015 0.007 0.048
H -2.461778 0.660355 -6.077678 0.075 -0.005 0.030
Cl -2.185253 -0.290647 3.073496 0.201 -0.129 0.032
C -1.036867 -0.656114 4.327594 0.008 0.009 0.060
C -1.575956 -1.120385 5.517942 -0.052 0.005 -0.026
C -0.747723 -1.390512 6.588367 -0.010 -0.031 0.092
C 0.615011 -1.189726 6.453994 0.066 0.008 -0.001
C 1.134533 -0.737725 5.253927 0.015 -0.016 -0.052
Cl 2.856264 -0.518733 5.171760 -0.074 0.009 -0.025
C 0.334800 -0.451940 4.127042 0.094 -0.100 0.054
S 1.133797 0.124478 2.669286 -0.440 -0.075 0.445
H -2.648137 -1.249171 5.597375 0.064 -0.001 -0.034
H -1.160323 -1.747999 7.524069 0.032 0.025 -0.066
H 1.289439 -1.383682 7.277567 -0.007 0.007 -0.046
N -0.187975 2.377321 0.797613 0.077 0.218 0.019
C -1.326194 3.021289 1.460627 0.100 -0.117 -0.094
C -2.577160 2.883519 0.611583 0.028 -0.053 -0.095
C -3.184206 1.490099 0.608856 0.182 -0.046 -0.072
N -2.306727 0.471259 -0.002057 -0.019 -0.370 0.121
H 0.661450 2.512895 1.336003 -0.021 0.009 0.020
H -0.035291 2.763682 -0.130853 -0.054 0.050 0.035
H -1.136401 4.077876 1.660691 0.014 0.104 0.012
H -1.475699 2.528016 2.424163 0.036 0.002 0.008
H -2.352076 3.186507 -0.420469 -0.041 0.025 0.082
H -3.334193 3.574931 0.987426 -0.027 -0.006 -0.041
H -4.129696 1.523872 0.062846 -0.073 -0.042 -0.066
H -3.409601 1.191164 1.630286 -0.073 0.066 -0.052
H -2.027183 0.726647 -0.955228 -0.135 -0.006 0.133
H -2.774331 -0.427821 -0.046998 -0.168 0.069 0.014
C -4.913887 -3.259248 -1.540818 -0.027 -0.001 0.049
C -4.040035 -3.214834 -2.778145 0.105 0.052 0.066
O -2.649331 -3.426756 -2.472526 -0.339 -0.242 0.078
P -1.811706 -2.176372 -1.845494 -0.057 -0.151 -0.011
O -0.330942 -2.735170 -2.152650 0.142 -0.036 -0.215
C 0.068953 -2.775946 -3.547737 -0.057 0.118 0.187
C 1.433597 -2.158383 -3.716626 0.122 0.073 0.020
O -1.842064 -2.444974 -0.225790 0.114 -0.135 0.024
C -1.749393 -3.777717 0.371502 -0.123 0.252 -0.078
C -1.175098 -3.665903 1.763097 0.013 0.135 0.017
H -5.960703 -3.106987 -1.817347 0.074 -0.018 0.019
H -4.631966 -2.477562 -0.829812 -0.023 -0.038 -0.043
H -4.826965 -4.225764 -1.040528 0.000 0.046 -0.024
H -4.161212 -2.260967 -3.301681 0.052 0.019 0.029
H -4.316537 -4.009206 -3.466214 0.031 -0.055 -0.071
H -0.670719 -2.246991 -4.159196 -0.023 0.003 0.028
H 0.055019 -3.819494 -3.854465 -0.011 -0.112 0.009
H 1.412149 -1.083441 -3.516040 -0.004 -0.105 -0.018
H 1.773203 -2.313040 -4.745163 -0.009 0.036 0.057
H 2.155078 -2.617425 -3.036902 -0.039 0.012 -0.073
H -1.144452 -4.409609 -0.267508 0.052 -0.023 -0.078
H -2.760623 -4.181096 0.394471 -0.067 -0.029 -0.014
H -0.259217 -3.069281 1.752115 -0.039 -0.063 -0.001
H -0.923942 -4.662235 2.134895 -0.034 0.063 -0.003
H -1.888050 -3.206907 2.447667 -0.017 0.021 0.007
```
Positions in Å, forces in eV/Å.